Entry 1:
83
Properties=species:S:1:pos:R:3:forces:R:3:mulliken_charge:R:1 method="wB97M-V/def2-TZVPD" relative_energy_kcal_mol=0.0 homo_ev="-10.12 / -10.19" total_charge=+1 multiplicity=3 gap_ev="6.59 / 6.76"
Mo 1.1423 0.1480 -2.1771 0.1 0.2 -0.3 -0.49
S 1.6095 2.4663 -3.0152 -0.2 0.0 0.1 -0.53
S -0.9080 -0.9994 -3.1080 -0.1 0.2 0.2 -0.48
P -0.0297 2.7655 -1.8566 0.2 0.0 -0.1 2.12
P -1.6009 0.0690 -1.4918 0.0 -0.3 -0.1 1.91
O 3.0795 0.1860 -1.8188 -0.3 0.2 -0.3 -0.90
O 1.3136 -2.2517 5.0321 0.0 0.0 0.0 -0.42
N 1.5732 -1.8147 -1.2377 0.0 -0.2 0.1 -0.27
N 5.1440 -4.5906 1.7343 0.0 -0.1 -0.2 -0.27
N 5.4677 -4.2246 0.5955 -0.1 0.2 0.2 -0.68
C -3.2311 0.7646 -1.7679 0.0 0.0 0.0 0.84
C -5.7584 1.8388 -2.0927 0.0 0.0 0.0 -0.56
C -2.5293 3.6008 -4.9449 0.0 0.0 0.0 -0.81
C -0.9516 -1.7383 2.1054 0.0 0.0 0.0 -0.77
C 0.6575 5.7883 1.4875 0.0 0.0 0.0 -0.45
C 0.5585 5.2592 -0.8531 0.0 0.0 0.0 -0.34
C 5.0638 -0.9223 -1.0819 0.0 -0.1 0.1 -0.86
C -0.8662 -0.8604 1.0324 0.0 0.0 0.0 -0.37
C 3.7102 -0.8517 -1.2748 0.1 -0.1 0.2 1.14
C 4.1585 -3.9160 2.5337 0.1 0.0 0.1 -0.27
C -5.1829 1.8028 -0.8277 0.0 0.0 0.0 -0.70
C -3.5172 4.5362 -2.9576 0.0 0.0 0.0 -0.75
C 2.2338 -2.8656 4.2453 0.0 0.0 0.0 0.71
C 1.2235 -4.0131 -0.3661 0.0 0.0 0.0 -1.35
C -2.8172 -2.8419 1.0476 0.0 0.0 0.0 -0.92
C 0.7703 6.1796 0.1574 0.0 0.0 0.0 -0.72
C 2.5450 -4.1512 -0.0395 0.0 0.0 0.0 -0.58
C 2.8988 -1.9466 -0.9175 0.0 -0.1 0.1 0.11
C -1.7545 -0.9743 -0.0317 0.0 0.0 0.0 0.31
C 0.7718 -2.8315 -0.9643 0.0 0.0 0.0 -0.10
C 3.0631 -2.0156 3.5102 0.0 0.0 0.0 -0.48
C -2.7339 -1.9674 -0.0227 0.0 0.0 0.0 -0.28
C 3.4343 -3.0909 -0.3059 -0.1 0.0 -0.1 0.61
C -3.5546 4.3012 -4.3262 0.0 0.0 0.0 -0.50
C -3.9201 1.2630 -0.6611 0.0 0.0 0.0 -0.57
C -1.4577 3.1373 -4.1973 0.0 0.0 0.0 -0.42
C 0.5705 -3.0621 5.9303 0.0 0.0 0.0 -0.89
C 0.3356 4.4787 1.8083 0.0 0.0 0.0 -0.73
C -0.2828 1.1531 -1.2742 0.2 0.1 0.3 -0.37
C 0.1260 3.5503 0.7978 0.0 0.0 0.0 -0.19
C -2.4472 4.0812 -2.2056 0.0 0.0 0.0 -0.26
C 2.3948 -4.2425 4.1526 0.0 0.0 0.0 -0.62
C 0.2355 3.9414 -0.5306 0.0 0.0 0.0 0.26
C -1.4141 3.3805 -2.8268 0.0 0.0 -0.1 0.28
C -1.9236 -2.7279 2.1080 0.0 0.0 0.0 -0.49
C -5.0710 1.3452 -3.1913 0.0 0.0 0.0 -0.71
C 4.0171 -2.5315 2.6593 -0.1 0.0 0.1 0.01
C -3.8021 0.8069 -3.0336 0.0 0.0 0.0 -0.44
C 5.6159 -2.0684 -0.4737 -0.1 0.0 0.0 -0.42
C 4.8270 -3.0967 -0.0343 0.2 -0.2 -0.1 -0.17
C 3.3776 -4.7535 3.3144 0.0 0.0 0.0 -0.49
H -4.3848 4.6716 -4.9135 0.0 0.0 0.0 0.45
H 1.0247 7.2016 -0.0882 0.0 0.0 0.0 0.41
H 1.2325 -3.5951 6.6159 0.0 0.0 0.0 0.41
H 2.9521 -0.9471 3.6384 0.0 0.0 0.0 0.49
H 4.6597 -1.8568 2.1132 0.0 0.0 0.0 0.50
H -0.0923 -0.1032 1.0117 0.0 0.0 0.0 0.40
H 0.5124 -4.8057 -0.1833 0.0 0.0 0.0 0.45
H -2.4129 4.2807 -1.1411 0.0 0.0 0.0 0.46
H 0.6474 5.5632 -1.8900 0.0 0.0 0.0 0.43
H -3.4291 -2.0580 -0.8504 0.0 0.0 0.0 0.47
H 0.8236 6.5108 2.2754 0.0 0.0 0.0 0.39
H -0.0521 -3.7839 5.3952 0.0 0.0 0.0 0.31
H -0.1219 2.5236 1.0392 0.0 0.0 0.0 0.41
H -3.2597 0.4190 -3.8866 0.0 0.0 0.0 0.40
H -1.9898 -3.4173 2.9398 0.0 0.0 0.0 0.44
H 3.5455 -5.8215 3.2596 0.0 0.0 0.0 0.49
H -5.5226 1.3760 -4.1738 0.0 0.0 0.0 0.46
H -6.7507 2.2517 -2.2198 0.0 0.0 0.0 0.44
H -0.0643 -2.3844 6.4928 0.0 0.0 0.0 0.25
H 2.9109 -5.0651 0.4076 0.0 0.0 0.0 0.65
H -0.2646 -2.7306 -1.2462 0.0 0.0 0.0 0.62
H -0.2554 -1.6526 2.9309 0.0 0.0 0.0 0.56
H -3.4779 1.2154 0.3278 0.0 0.0 0.0 0.42
H -0.6456 2.6049 -4.6760 0.0 0.0 0.0 0.34
H 6.6844 -2.1275 -0.3119 0.0 0.0 0.0 0.43
H 5.6978 -0.1026 -1.3895 0.0 0.0 0.0 0.50
H -2.5574 3.4243 -6.0119 0.0 0.0 0.0 0.43
H 0.2498 4.1785 2.8439 0.0 0.0 0.0 0.43
H -3.5773 -3.6115 1.0572 0.0 0.0 0.0 0.44
H 1.7937 -4.9208 4.7396 0.0 0.0 0.0 0.48
H -4.3170 5.0841 -2.4773 0.0 0.0 0.0 0.47
H -5.7237 2.1853 0.0276 0.0 0.0 0.0 0.45

---

Entry 2:
134
Properties=species:S:1:pos:R:3:forces:R:3:mulliken_charge:R:1 method="wB97M-V/def2-TZVPD" homo_ev=-10.35 total_charge=+1 multiplicity=1 gap_ev=6.15
I 0.6465 0.6851 1.5796 -0.1 0.0 0.1 0.07
S 5.0742 -5.6479 -1.6824 -0.1 0.1 0.1 -0.33
P 4.0974 -5.1382 -0.1081 0.4 -0.3 -0.6 0.37
O -6.0027 -4.3595 -3.6939 0.0 -0.1 0.0 -0.58
O 2.3644 -3.5819 -3.3316 0.0 0.1 -0.4 -0.50
O 0.4379 -5.2077 -2.6604 0.2 -0.3 0.0 -0.45
O 0.9210 3.9668 -3.5573 0.1 0.0 0.1 -0.54
O 2.3295 -1.2719 5.4821 0.1 -0.1 -0.2 -0.49
O 4.6888 -5.6376 4.8973 -0.1 0.1 -0.2 -0.56
O 0.0152 -0.7206 -1.4078 0.0 0.3 -0.2 -0.01
O -3.3177 6.1494 -3.6175 0.0 0.0 0.0 -0.49
O 1.3188 -4.7098 -1.6545 -0.4 0.4 0.1 -0.14
O 0.6109 1.5845 9.1286 0.0 0.0 0.0 -0.58
O 3.4509 5.9453 9.3672 0.0 0.1 0.0 -0.50
O -3.9719 -0.0714 -6.0507 0.0 0.0 -0.1 -0.43
N 3.5909 -1.2567 0.8497 0.0 0.0 -0.3 0.30
C -4.9266 0.0427 -6.7863 -0.1 0.0 0.0 0.73
C 3.1726 7.0564 9.7540 0.0 0.1 0.0 0.80
C 1.2085 -1.0789 -2.0683 0.0 0.1 0.0 -0.82
C 3.4333 1.6729 -1.8114 -0.1 0.3 0.1 -1.48
C 2.4326 3.1124 9.0109 -0.2 -0.2 0.1 -0.99
C -2.7001 -3.1631 -1.4509 0.1 0.0 -0.1 0.77
C -1.3409 0.0993 -4.0247 0.1 0.1 0.0 1.47
C -5.3195 -1.0510 -7.7456 0.1 -0.1 0.1 -1.22
C 3.5347 -3.4005 -0.1065 -0.2 0.2 0.1 0.05
C 0.0901 6.0373 -4.3790 0.1 -0.1 -0.1 -1.07
C 5.7029 -4.1498 6.4512 -0.2 -0.1 0.0 -1.14
C -0.3565 -0.4091 -5.0876 -0.4 -0.2 -0.1 -1.60
C -0.4652 5.1643 -2.0371 0.1 -0.2 0.1 -1.00
C 1.6456 1.8987 8.5854 0.1 0.0 0.0 0.75
C 2.2316 1.6961 -0.8527 -0.2 0.0 0.0 0.24
C -3.3669 -2.8116 -2.6286 0.3 0.1 0.2 -1.32
C 1.8955 -2.3175 5.0600 -0.1 0.0 0.1 0.62
C 3.9644 8.2678 9.3250 0.1 -0.1 -0.1 -1.11
C 2.2148 -1.5531 -1.0434 0.3 -0.2 0.0 0.16
C 4.0039 -2.5330 0.8470 -0.1 -0.3 -0.3 -0.71
C 1.0769 -3.2507 5.9114 0.1 0.1 0.1 -1.24
C -6.4028 -5.4909 -3.8537 0.0 0.0 0.0 0.87
C 2.2040 1.0821 7.4425 -0.2 0.1 0.2 -0.91
C -1.1222 -1.3745 -1.8954 -0.3 -0.3 0.0 0.48
C -4.1988 6.3310 -4.4276 -0.1 0.0 0.0 0.76
C -2.9009 -1.7690 -3.4198 0.0 -0.2 0.3 -1.14
C 6.8255 -4.8245 4.2389 -0.2 -0.1 -0.1 -1.11
C -1.7686 -1.0122 -3.0871 0.1 -0.1 0.3 0.03
C -4.5232 5.3016 -5.4826 0.1 -0.1 0.1 -0.98
C 2.1290 -3.7599 -2.1886 0.1 -0.2 0.1 -0.36
C -7.0858 -6.2506 -2.7444 0.0 0.2 0.1 -1.19
C -5.7796 1.2863 -6.7835 0.1 0.0 0.1 -1.00
C -0.8513 1.3844 -3.3202 -0.1 -0.4 -0.4 -1.44
C 0.2544 4.9569 -3.3434 0.0 0.0 0.0 1.01
C 2.0152 7.3010 10.6914 0.0 -0.2 0.0 -1.04
C -5.0231 7.5924 -4.4310 0.1 0.0 0.1 -1.20
C 2.1608 -2.7469 3.6351 0.1 0.0 -0.1 -0.45
C -1.5719 -2.4285 -1.0972 -0.1 0.1 -0.4 -0.76
C -3.1951 -4.2938 -0.5820 0.2 0.3 -0.2 -1.57
C -6.2427 -6.2069 -5.1710 0.1 0.2 0.0 -1.15
C 2.3623 0.7050 0.2955 0.3 0.0 -0.1 -1.36
C 2.6534 -2.8826 -1.0775 0.2 0.2 0.5 0.78
C 5.6410 -4.9424 5.1699 0.1 0.0 0.1 0.90
C 2.7074 -0.7187 -0.0209 -0.1 -0.3 0.0 0.08
H -5.7712 1.7476 -7.7723 -0.1 0.0 0.0 0.37
H -7.2203 -6.4871 -5.5657 0.0 -0.1 0.0 0.35
H -0.8764 -1.1199 -5.7331 0.0 0.0 0.0 0.42
H -4.0021 -3.9397 0.0582 -0.1 -0.1 0.1 0.37
H 2.5285 3.8143 8.1837 0.1 0.0 0.0 0.31
H -5.6558 -7.1163 -5.0335 -0.1 -0.1 0.0 0.33
H -4.6308 -1.8868 -7.6499 0.0 0.0 0.0 0.29
H -1.5365 5.2465 -2.2255 0.0 0.1 0.0 0.24
H 4.7978 -4.3237 7.0279 0.0 0.0 0.0 0.28
H 5.7885 -3.0845 6.2293 0.1 0.0 0.0 0.31
H 3.9347 2.6379 -1.7914 0.1 0.0 0.0 0.40
H 1.9294 3.6066 9.8361 0.0 0.0 0.0 0.25
H 0.4959 -0.9446 -4.6733 0.2 0.2 0.0 0.23
H 1.2879 1.5447 -1.3647 -0.1 -0.1 -0.2 -0.25
H 1.2223 -2.8676 3.0907 0.0 -0.1 0.0 0.32
H 4.6995 -2.8283 1.6185 0.0 0.1 0.1 0.64
H 6.6616 -5.4443 3.3598 0.0 0.0 0.0 0.24
H 2.7101 -3.6923 3.6246 -0.1 -0.1 0.0 0.34
H 4.3916 8.7636 10.1979 -0.1 0.1 0.0 0.33
H -2.2324 0.3634 -4.5913 -0.1 0.0 0.1 0.39
H 4.7654 7.9627 8.6564 0.0 0.0 0.0 0.30
H 0.0913 -3.3993 5.4669 0.0 -0.1 0.0 0.38
H -0.0256 0.4130 -5.7207 0.2 0.0 0.1 0.43
H 2.1499 2.6786 -0.3908 -0.1 0.0 0.0 0.67
H -4.9142 8.1075 -5.3866 -0.1 0.0 0.0 0.35
H 1.0031 -1.8782 -2.7712 0.1 0.0 -0.1 0.88
H 0.2058 1.5571 -3.5132 0.1 0.0 0.2 0.22
H 6.9615 -3.7848 3.9338 0.1 0.0 0.1 0.28
H 4.7839 -5.2001 1.1156 -0.2 0.1 0.2 -0.03
H 0.9605 -2.8270 6.9056 0.0 0.0 0.0 0.31
H 4.1774 0.9224 -1.5389 0.0 -0.1 -0.1 0.35
H 2.3716 7.7618 11.6138 0.0 0.1 0.0 0.33
H -5.5595 4.9760 -5.3794 0.0 0.1 -0.1 0.40
H -3.8626 4.4442 -5.3729 0.0 0.0 0.0 0.11
H -5.2940 -0.6767 -8.7701 -0.1 0.0 0.0 0.37
H 3.1105 1.5303 -2.8392 0.1 -0.2 -0.1 0.32
H -2.3895 -4.6613 0.0516 0.0 -0.1 0.1 0.35
H -1.0168 -2.6481 -0.1913 0.0 0.0 0.1 0.50
H -8.0946 -6.5319 -3.0499 0.0 -0.1 0.0 0.40
H -3.5678 -5.1068 -1.2011 -0.1 -0.1 0.1 0.37
H -5.3941 1.9920 -6.0513 0.0 0.0 0.0 0.14
H -0.4089 -4.8513 -2.3411 -0.1 0.1 0.0 0.37
H -4.2582 -3.3548 -2.9176 0.1 0.1 0.0 0.68
H 1.5271 6.3582 10.9258 0.0 0.0 0.0 0.24
H 3.4345 2.8189 9.3275 0.1 0.1 -0.1 0.34
H -0.9677 6.1530 -4.6186 0.0 0.1 0.1 0.09
H -4.6938 8.2475 -3.6286 0.0 0.0 0.0 0.31
H -3.4518 -1.5259 -4.3178 0.1 0.1 -0.1 0.66
H 3.9439 -0.6479 1.5783 0.0 0.0 0.0 0.41
H -6.0776 7.3503 -4.2904 0.0 0.0 -0.1 0.34
H -6.8102 1.0312 -6.5321 0.0 0.0 -0.1 0.37
H 1.5739 -4.2200 5.9860 -0.1 0.0 -0.1 0.33
H -0.2767 4.3224 -1.3730 0.0 0.0 0.0 0.15
H -4.3960 5.7321 -6.4771 -0.1 0.0 0.0 0.38
H -0.1215 6.0845 -1.5618 -0.1 0.1 0.0 0.47
H -5.7390 -5.5571 -5.8823 0.0 0.0 0.0 0.29
H 3.1567 1.0611 0.9527 0.0 0.1 0.0 0.95
H 2.9120 -5.8429 0.1286 -0.1 0.1 0.2 0.11
H 2.7573 -1.9788 3.1473 -0.1 0.0 0.1 -0.12
H 6.5655 -4.4580 7.0433 0.1 0.1 0.0 0.39
H 0.6466 5.7746 -5.2757 0.0 0.0 0.0 0.33
H 7.7348 -5.1545 4.7420 0.0 0.1 0.0 0.41
H 1.2938 7.9754 10.2276 0.0 0.1 0.0 0.32
H 3.1961 0.7066 7.6982 0.0 0.1 -0.1 0.32
H -6.3333 -1.3909 -7.5288 0.0 0.0 -0.1 0.33
H 1.6176 -0.2552 -2.6584 0.0 0.1 0.1 0.24
H -1.3755 2.2419 -3.7389 0.0 0.1 0.1 0.47
H -6.5306 -7.1623 -2.5179 -0.1 -0.1 -0.1 0.33
H 2.2885 1.7002 6.5468 0.1 0.0 0.0 0.32
H -7.1399 -5.6294 -1.8538 0.0 0.0 0.0 0.29
H -1.0473 1.3445 -2.2542 0.1 0.2 0.1 0.14
H 0.4585 6.9873 -3.9887 -0.1 0.0 0.0 0.35
H 3.3143 8.9778 8.8115 0.0 0.1 0.1 0.33
H 1.5497 0.2439 7.2380 0.0 0.0 0.0 0.20

---

Entry 3:
21
Properties=species:S:1:pos:R:3:forces:R:3:mulliken_charge:R:1 method="wB97M-V/def2-TZVPD" relative_energy_kcal_mol=30.2 homo_ev=-14.14 total_charge=+1 multiplicity=1 gap_ev=11.21
O -1.0075 -2.5762 -0.7319 0.2 0.2 -0.3 -0.63
O 0.4222 -1.6859 2.1219 -0.4 1.0 -2.2 -0.63
O 2.5673 -0.2731 -1.8313 -1.5 0.1 0.3 -0.66
N 0.2083 0.2823 0.0397 0.0 1.0 0.4 -0.05
C -0.1250 2.7962 0.4013 0.9 0.2 -0.4 -0.90
C -2.0330 1.2400 0.0266 -0.4 0.3 0.3 -1.30
C -0.5572 1.5884 0.1110 -0.9 -0.7 0.1 0.71
H 3.0255 0.1344 -2.5602 0.5 0.1 -0.2 0.31
H 0.8994 0.2837 -0.7229 -0.5 -0.5 -0.7 0.33
H -0.8389 3.6095 0.4594 -0.1 -0.2 -0.1 0.28
H -2.2780 0.2823 -0.4501 0.4 0.0 0.2 0.36
H -0.5711 -0.3952 0.0303 1.0 -0.6 -1.0 0.21
H -0.3572 -1.6420 2.6693 0.4 -0.4 0.9 0.32
H -2.6883 1.9404 -0.5181 0.6 0.1 0.5 0.38
H 3.1796 -0.6407 -1.2085 0.9 -0.2 0.1 0.31
H 0.9079 3.1188 0.5071 -0.1 -0.4 0.1 0.30
H -1.7766 -2.6759 -1.3002 -0.3 0.0 0.1 0.32
H 1.2615 -1.9385 2.4749 0.1 -0.4 1.3 0.31
H -2.3121 1.2106 1.0921 -0.6 -0.2 -0.5 0.31
H 0.7741 -0.0619 0.8259 -0.4 0.6 0.7 0.38
H -0.3058 -2.9623 -1.2767 0.0 0.1 0.3 0.32

---

Entry 4:
10
Properties=species:S:1:pos:R:3:forces:R:3:mulliken_charge:R:1 method="wB97M-V/def2-TZVPD" homo_ev="-7.26 / -7.00" total_charge=0 multiplicity=2 gap_ev="6.63 / 6.31"
Cd 0.2745 0.2311 -1.7735 0.1 -1.0 -2.6 0.84
P -1.0312 2.2573 -1.1564 -0.5 0.5 0.1 0.12
F 0.9251 1.9326 -2.4503 1.0 2.1 -1.1 -0.64
O -1.1285 -0.0868 -0.4056 -2.0 -0.8 2.0 -0.84
O 1.4791 -0.3887 -0.1841 1.3 -1.5 1.7 -0.49
C -0.6671 -0.5827 0.7972 -0.2 -0.3 -0.3 -0.08
C 0.8177 -0.7780 0.7712 0.2 1.3 0.5 0.11
H -0.8891 0.0842 1.6570 0.2 -0.2 -0.2 0.29
H -1.1079 -1.5699 1.0477 0.0 0.2 0.1 0.34
H 1.3272 -1.0990 1.6969 0.0 -0.3 -0.3 0.35